[1]
Formula: C5H10N2O2
Source: the Open Molecules 2025 dataset
Level of theory: the ωB97M-V functional and the def2-TZVPD basis

Gap between HOMO and LUMO (eV): 8.79
SMILES: COC(=O)NN=C(C)C

ORCA input file:
```
! wB97M-V def2-TZVPD RIJCOSX def2/J DEFGRID3
* xyz 0 1
C 2.56 -0.85 -0.52
O 2.55 -0.33 0.86
C 2.02 1.05 0.92
O 2.73 2.13 1.30
N 0.58 1.27 0.53
N -0.23 0.31 1.15
C -1.36 0.05 0.41
C -1.87 -1.50 0.27
C -2.24 1.20 -0.41
H 3.47 -0.43 -1.17
H 2.74 -2.03 -0.50
H 1.56 -0.67 -1.11
H 0.55 1.17 -0.52
H -0.89 -2.17 0.24
H -2.51 -1.89 1.18
H -2.41 -1.71 -0.76
H -3.40 0.96 -0.40
H -1.88 1.19 -1.55
H -2.00 2.26 0.07
*
```

Results of the Mulliken charge analysis, in e, for atoms 1 through 6:
1. C -0.499
2. O -0.222
3. C 0.397
4. O -0.491
5. N -0.140
6. N -0.269

---

[2]
Formula: CH2FNO3S
Source: the Open Molecules 2025 dataset
Level of theory: the ωB97M-V functional and the def2-TZVPD basis

Gap between HOMO and LUMO (eV): 10.31

ORCA input file:
```
! wB97M-V def2-TZVPD RIJCOSX def2/J DEFGRID3
* xyz 0 1
C 1.08 0.86 -0.02
N 0.57 -0.35 0.30
O 0.43 1.88 0.05
O -1.68 0.47 1.15
O -1.43 -1.78 0.06
F -1.43 0.02 -1.37
S -1.13 -0.40 0.19
H 2.24 0.68 -0.24
H 1.34 -1.38 -0.11
*
```

Results of the Mulliken charge analysis, in e, for atoms 1 through 6:
1. C 0.248
2. N -0.348
3. O -0.470
4. O -0.458
5. O -0.553
6. F -0.239

---

[3]
Formula: C49H44AsF3N6O5PS2V
Source: the Open Molecules 2025 dataset
Level of theory: the ωB97M-V functional and the def2-TZVPD basis

Gap between HOMO and LUMO (alpha / beta) (eV): 6.93 / 6.95
Expectation value of S²: 0.778

ORCA input file:
```
! wB97M-V def2-TZVPD RIJCOSX def2/J DEFGRID3
* xyz 1 2
V -0.41 -0.31 0.19
N -0.38 -4.39 -1.54
C -0.49 -3.10 -1.18
S -0.44 -2.68 0.49
N -0.65 -2.21 -2.13
N -0.67 -0.95 -1.71
C -0.71 -0.05 -2.65
C -0.65 1.33 -2.28
C -0.76 2.39 -3.18
C -0.63 3.68 -2.71
C -0.37 3.89 -1.36
C -0.30 2.79 -0.53
N -0.45 1.54 -0.97
H -0.33 -5.10 -0.83
H -0.47 -4.66 -2.50
H -0.78 -0.37 -3.69
H -0.94 2.19 -4.23
H -0.71 4.52 -3.39
H -0.22 4.88 -0.97
H -0.10 2.89 0.53
C -6.68 2.47 0.77
C -6.78 1.12 0.48
C -5.64 0.39 0.16
C -4.40 1.02 0.11
C -4.31 2.39 0.34
C -5.45 3.10 0.68
P -2.91 -0.04 -0.04
C -3.57 -1.41 -1.06
C -3.90 -1.10 -2.38
C -4.34 -2.10 -3.24
C -4.43 -3.41 -2.78
C -4.10 -3.71 -1.47
C -3.67 -2.71 -0.61
C -2.79 -0.71 1.64
C -3.76 -0.98 2.60
C -3.32 -1.37 3.86
C -1.96 -1.44 4.16
C -1.00 -1.13 3.19
C -1.43 -0.77 1.93
H -7.56 3.02 1.07
H -7.74 0.62 0.52
H -5.73 -0.67 -0.06
H -3.35 2.88 0.26
H -5.38 4.17 0.88
H -3.83 -0.07 -2.72
H -4.60 -1.86 -4.26
H -4.77 -4.19 -3.45
H -4.19 -4.73 -1.11
H -3.40 -2.95 0.42
H -4.81 -0.91 2.37
H -4.05 -1.63 4.62
H -1.65 -1.73 5.15
H 0.05 -1.19 3.43
O 1.89 -1.50 -0.59
As 3.50 -1.82 -0.93
C 4.28 -2.86 0.50
C 5.63 -2.91 0.80
C 6.07 -3.71 1.84
C 5.17 -4.48 2.56
C 3.81 -4.44 2.25
C 3.37 -3.63 1.22
C 4.16 -0.08 -1.50
C 3.42 0.53 -2.51
C 3.59 1.88 -2.78
C 4.52 2.61 -2.05
C 5.25 2.01 -1.03
C 5.05 0.67 -0.74
C 3.43 -2.98 -2.50
C 3.84 -2.58 -3.76
C 3.66 -3.43 -4.84
C 3.09 -4.68 -4.66
C 2.69 -5.09 -3.39
C 2.87 -4.24 -2.31
H 6.34 -2.33 0.22
H 7.12 -3.74 2.09
H 5.52 -5.11 3.36
H 3.11 -5.04 2.81
H 2.31 -3.55 0.99
H 2.70 -0.06 -3.06
H 2.99 2.35 -3.54
H 4.66 3.66 -2.25
H 5.95 2.59 -0.45
H 6.25 0.63 0.77
H 4.31 -1.61 -3.90
H 3.96 -3.12 -5.83
H 2.96 -5.34 -5.50
H 2.26 -6.07 -3.25
H 2.58 -4.54 -1.31
N -1.85 1.95 1.93
C -1.71 2.88 2.60
N -1.62 3.94 3.38
C -0.32 4.30 3.94
C 0.37 5.31 3.02
O -0.46 6.44 2.80
C -1.70 6.09 2.23
C -2.46 5.10 3.11
H 0.29 3.41 4.08
H -0.50 4.77 4.91
H 0.61 4.82 2.06
H 1.29 5.68 3.47
H -1.56 5.65 1.23
H -2.26 7.02 2.13
H -3.39 4.79 2.64
H -2.68 5.58 4.07
F 3.85 1.96 2.59
C 2.57 1.68 2.31
F 1.88 1.70 3.46
F 2.12 2.73 1.57
S 2.32 0.04 1.26
O 2.31 -0.96 2.31
O 5.66 0.03 0.29
O 0.86 0.47 0.99
*
```

Results of the Mulliken charge analysis, in e, for atoms 1 through 6:
1. V -1.232
2. N -0.210
3. C 0.641
4. S -0.653
5. N -2.212
6. N 2.185

---

[4]
Formula: C20H24ClN3O2
Source: the Open Molecules 2025 dataset
Level of theory: the ωB97M-V functional and the def2-TZVPD basis

Gap between HOMO and LUMO (eV): 8.63
SMILES: COc1ccc(Cl)cc1NC(=O)N1CCN(CCc2ccccc2)CC1

ORCA input file:
```
! wB97M-V def2-TZVPD RIJCOSX def2/J DEFGRID3
* xyz 0 1
C -3.04 -1.78 -2.51
O -1.74 -1.37 -2.17
C -1.15 -0.39 -2.93
C -1.71 0.19 -4.05
C -1.03 1.19 -4.75
C 0.21 1.60 -4.30
Cl 1.05 2.84 -5.16
C 0.79 1.03 -3.18
C 0.12 0.04 -2.49
N 0.61 -0.57 -1.34
C 1.81 -0.34 -0.70
O 2.70 0.35 -1.14
N 1.93 -0.99 0.50
C 0.84 -1.66 1.20
C 1.19 -1.73 2.70
N 1.91 -0.60 3.20
C 1.18 0.59 3.58
C 0.70 1.55 2.47
C -0.59 1.24 1.76
C -0.74 1.62 0.43
C -1.92 1.42 -0.25
C -2.99 0.81 0.39
C -2.86 0.42 1.71
C -1.68 0.64 2.39
C 3.18 -0.38 2.52
C 3.22 -1.06 1.14
H -3.07 -2.25 -3.50
H -3.32 -2.51 -1.76
H -3.74 -0.94 -2.48
H -2.68 -0.12 -4.41
H -1.48 1.64 -5.62
H 1.77 1.35 -2.84
H -0.02 -1.25 -0.96
H 0.68 -2.67 0.81
H -0.07 -1.08 1.07
H 0.26 -1.85 3.27
H 1.81 -2.61 2.88
H 0.33 0.26 4.19
H 1.84 1.16 4.24
H 0.57 2.54 2.94
H 1.49 1.66 1.72
H 0.09 2.10 -0.08
H -2.01 1.75 -1.27
H -3.92 0.64 -0.14
H -3.69 -0.05 2.22
H -1.61 0.35 3.43
H 3.36 0.69 2.42
H 3.99 -0.80 3.14
H 3.51 -2.11 1.24
H 3.93 -0.55 0.49
*
```

Results of the Mulliken charge analysis, in e, for atoms 1 through 6:
1. C -0.991
2. O -0.380
3. C 0.414
4. C -0.347
5. C -0.911
6. C 0.101

---

ΔE to the lowest compared entry with this formula, charge and spin, record by record: 163.4 50.6 0.0 10.3 kcal per mole